1.
45
Properties=species:S:1:pos:R:3:lowdin_charge:R:1 method="wB97M-V/def2-TZVPD" spin_multiplicity=5 gap_ev="7.39 / 6.23" de_lowest_ev=0.713 total_charge=0
C 3.97200 1.06936 -0.92975 -0.084
C 3.53848 1.16775 0.39568 -0.045
C 2.29892 0.61501 0.78744 -0.279
C 1.50817 -0.02708 -0.15378 -0.155
C 1.94820 -0.15020 -1.47708 -0.318
C 3.19451 0.38325 -1.86619 -0.051
C 1.88396 0.70501 2.23316 -0.131
C 0.54563 1.41325 2.52860 -0.161
N -0.51387 1.30670 1.47862 -0.364
Cr -0.50110 -0.55945 0.47427 0.417
C 1.03924 -0.80357 -2.50450 -0.277
P -0.65923 -0.46629 -1.88592 0.733
H 4.15115 1.65457 1.15370 0.104
H 3.52068 0.24793 -2.90092 0.108
H 4.91588 1.52922 -1.23364 0.101
H 1.17955 -1.89843 -2.55259 0.106
H 1.14505 -0.37305 -3.51470 0.094
H 1.83890 -0.30895 2.66564 0.124
H 2.65602 1.25710 2.78223 0.113
H 0.13132 1.00378 3.45946 0.123
C -1.81001 -1.38836 -2.90547 -0.240
C -0.78736 1.19705 -2.63269 -0.222
H 0.70125 2.49298 2.68258 0.125
C -0.37775 2.40090 0.48661 -0.069
C -1.85739 1.37704 2.09876 -0.082
H -0.49906 -1.71051 -0.80305 0.016
H -0.50397 3.34781 1.02674 0.097
H 0.60791 2.37975 0.00352 0.094
H -1.17217 2.30786 -0.26494 0.078
H -2.00713 2.41236 2.43017 0.096
H -2.61529 1.11003 1.34797 0.088
H -1.91722 0.66917 2.93756 0.097
H -0.66928 1.00652 -3.71305 0.057
H -1.76746 1.65167 -2.43491 0.056
H 0.02361 1.86552 -2.30728 0.056
H -1.57737 -1.12391 -3.94955 0.056
H -1.68205 -2.46434 -2.71596 0.066
H -2.82380 -1.06066 -2.63076 0.060
H -1.96799 -1.08934 -0.02693 0.030
B -2.72980 -4.29565 2.24330 -0.425
C -2.08132 -2.99332 1.78910 -0.183
N -1.65749 -1.96577 1.39622 -0.039
H -3.80726 -4.07406 2.74955 0.005
H -1.95962 -4.82935 3.02668 0.008
H -2.85544 -4.98931 1.22611 0.017

2.
51
Properties=species:S:1:pos:R:3:lowdin_charge:R:1 method="wB97M-V/def2-TZVPD" spin_multiplicity=1 gap_ev=8.65 total_charge=0
C -1.29931 4.21985 0.33136 -0.017
B -2.47165 3.19203 0.40669 -0.551
O -3.71473 3.46516 0.86178 0.151
S -2.08410 1.41878 -0.12609 0.556
O -0.82773 1.46290 -0.87379 -0.363
O -1.93806 0.65010 1.12057 -0.368
N -3.31638 0.81192 -0.92838 -0.318
S -3.50993 1.46042 -2.37369 0.528
O -4.77612 1.05498 -2.91910 -0.299
O -3.22402 2.88443 -2.35468 -0.322
C -2.29927 0.71221 -3.45011 -0.258
C -1.65014 -0.45530 -3.11524 -0.069
C -0.74161 -0.96634 -4.02814 -0.071
C -0.53351 -0.27947 -5.21311 -0.162
N -1.17395 0.83319 -5.54999 0.068
C -2.04973 1.31777 -4.67160 -0.108
H -0.89198 4.24431 -0.68333 0.075
H -0.47559 3.87531 0.96836 0.071
H -1.59774 5.22399 0.64320 0.066
H -3.93670 4.39053 0.70540 0.117
H -1.85793 -0.93832 -2.16811 0.105
H -0.18937 -1.87901 -3.82830 0.094
H 0.19198 -0.65892 -5.92896 0.100
H -2.57093 2.23328 -4.93382 0.122
C 3.76052 -1.51224 3.34490 -0.081
C 3.33482 -2.51983 2.27263 -0.217
C 2.84862 -1.93587 0.95630 -0.123
N 1.44708 -1.38306 0.88767 -0.252
C 1.09435 -1.23855 -0.55930 0.009
C 0.41478 -2.24805 1.56903 -0.087
C 0.30499 -1.71997 2.98729 -0.131
C 0.49509 -0.20503 2.83416 -0.135
C 1.28948 -0.00789 1.54056 -0.072
H 3.08864 -0.65915 3.41904 0.051
H 3.78879 -1.98819 4.32435 0.082
H 4.75976 -1.12872 3.13777 0.082
H 2.60947 -3.22802 2.67231 0.097
H 4.20425 -3.12870 2.01569 0.119
H 2.87679 -2.72170 0.20096 0.130
H 3.50168 -1.12981 0.62073 0.139
H 1.07529 -2.21123 -1.04702 0.111
H 1.81463 -0.58312 -1.04195 0.123
H 0.10399 -0.78745 -0.55196 0.076
H -0.52258 -2.08603 1.03902 0.139
H 0.70824 -3.29245 1.47879 0.136
H 1.06620 -2.14887 3.63798 0.096
H -0.65925 -1.97047 3.42476 0.127
H 0.99864 0.23005 3.69668 0.112
H -0.46680 0.29378 2.73139 0.091
H 2.27864 0.42371 1.67050 0.126
H 0.72239 0.61304 0.84680 0.102

3.
52
Properties=species:S:1:pos:R:3:lowdin_charge:R:1 method="wB97M-V/def2-TZVPD" spin_multiplicity=1 gap_ev=7.91 total_charge=+1
C 3.13206 -0.55713 -0.81702 0.152
C 2.10527 -0.25362 -0.28054 -0.292
N 0.94034 0.17380 0.30315 -0.140
P 1.04642 0.34574 2.09079 0.642
N 0.83904 1.83723 2.45732 -0.253
C -0.18319 -0.46009 -0.24779 -0.440
N -0.74912 -1.63701 0.21669 -0.449
Br 0.52733 -2.84082 0.84950 0.911
C -1.94285 -1.54294 1.11339 -0.770
Cl -2.49663 0.11607 1.34704 0.786
C -3.13418 -2.41329 0.68011 -0.789
C -4.09386 -2.64624 1.83746 -0.115
Cl -2.61450 -3.94468 -0.04682 0.659
N -0.71088 0.10543 -1.28343 0.054
C -0.18453 1.39683 -1.76376 -0.148
O -0.62525 2.35561 -0.87055 -0.108
C -0.72088 3.67831 -1.40053 -0.240
C -2.03735 4.27359 -0.94455 -0.057
C -1.84091 -0.43544 -2.02381 -0.053
C -1.42749 -0.88428 -3.43934 -0.358
C -2.21045 -2.08840 -3.90443 -0.013
F -0.06381 -1.10994 -3.49630 0.011
H 3.97963 -0.84044 -1.38787 0.048
H 0.00875 -0.39009 2.68368 -0.008
H 2.31794 -0.15851 2.53882 -0.133
H 1.62725 2.25322 2.93659 -0.064
H -1.62699 -1.91398 2.08697 0.073
H -3.69973 -1.87340 -0.07683 0.081
H -3.70104 -3.37723 2.54060 0.087
H -4.26853 -1.70956 2.36096 0.069
H -5.03197 -3.01221 1.43354 0.089
H -0.61124 1.56096 -2.75476 0.139
H 0.89832 1.35104 -1.88191 0.146
H 0.08454 4.29511 -1.00008 0.126
H -0.61563 3.70386 -2.48760 0.121
H -2.87003 3.70509 -1.35539 0.075
H -2.08136 4.13619 0.13546 0.083
H -2.10280 5.33300 -1.16805 0.084
H -2.53999 0.39074 -2.15545 0.152
H -2.38217 -1.20732 -1.49653 0.091
H -1.63402 -0.06235 -4.12571 0.142
H -1.81121 -2.97817 -3.42097 0.091
H -2.14584 -2.18350 -4.98288 0.091
H -3.25510 -1.96900 -3.62055 0.094
Br 7.30341 1.80944 3.88403 0.640
C 6.44381 0.07931 3.71851 -0.699
C 5.63002 -0.01380 2.45591 -0.621
Br 3.94869 0.97560 2.60203 0.775
H 5.84671 -0.06472 4.61287 0.053
H 7.24981 -0.65039 3.69741 0.063
H 5.33815 -1.04409 2.26091 0.066
H 6.14604 0.38652 1.58970 0.056

Respective largest force on an atom values: 2.9; 1.2; 2.4 eV Å⁻¹.
Respective E_tot values: -56301.362; -51994.042; -270114.555 eV.